{
  "formula": "C29H38N4O2P2Sn",
  "method": "the ωB97M-V functional and the def2-TZVPD basis",
  "symbols": ["C", "C", "H", "H", "C", "H", "C", "H", "C", "H", "C", "C", "N", "H", "C", "H", "C", "C", "C", "C", "H", "H", "H", "H", "C", "C", "H", "H", "C", "C", "H", "H", "C", "C", "H", "H", "H", "P", "C", "C", "C", "C", "C", "H", "N", "N", "H", "C", "H", "C", "H", "H", "H", "Sn", "C", "P", "H", "O", "H", "H", "H", "H", "C", "H", "H", "H", "H", "H", "H", "H", "H", "N", "H", "C", "O", "C"],
  "coordinates": [[0.355, -0.123, 3.775], [-0.545, 0.014, 4.818], [7.205, 0.420, -0.581], [-1.240, 2.570, 2.791], [-4.403, 0.055, 0.331], [-5.376, -2.878, 1.647], [6.256, 0.334, -0.041], [-0.684, 2.338, 0.117], [0.393, 1.022, -1.278], [-6.636, -1.718, 1.280], [4.218, 0.269, 2.488], [-3.987, -1.768, -2.086], [0.139, 0.913, 2.855], [2.422, -1.018, -6.051], [-4.499, -2.711, -1.281], [-3.156, -2.007, -2.753], [-4.502, -0.372, -2.239], [-0.575, -1.847, -1.729], [3.807, -0.063, -4.558], [-0.915, 1.698, 3.335], [5.120, -0.353, 2.615], [-6.169, -0.123, -0.879], [3.775, 0.490, 3.477], [3.159, 5.546, 3.053], [-5.764, -2.582, -0.480], [2.327, 3.532, 2.665], [-0.408, 0.726, -1.972], [1.117, -0.874, 3.599], [2.601, -0.662, -5.049], [4.468, -1.357, -0.300], [-0.978, 0.625, 0.393], [-5.252, -0.328, -3.046], [3.619, 0.216, -3.214], [2.514, 4.893, 2.472], [4.704, 0.119, -5.130], [4.254, 0.688, -2.480], [0.704, -1.113, -3.933], [1.715, -0.237, -1.213], [-5.629, -2.050, 0.972], [-4.612, -0.954, 1.180], [-0.052, -3.747, -0.613], [-1.348, 1.170, 4.541], [1.707, -0.728, -3.990], [0.360, 4.021, 0.090], [0.763, -1.762, -1.359], [1.432, 3.046, 1.694], [-6.487, -1.952, -1.011], [-5.144, 0.253, -0.972], [-3.670, 0.257, -2.587], [-0.194, 1.353, 0.126], [4.447, 1.195, 1.964], [0.857, 1.926, -1.709], [-4.081, -1.017, 2.135], [2.747, -0.892, 1.326], [1.088, -2.968, -0.721], [1.079, 1.304, 1.431], [6.431, 0.370, 1.040], [4.006, -2.178, -1.103], [5.569, 1.136, -0.358], [-2.141, -3.336, -1.336], [2.108, -3.186, -0.445], [-4.040, -3.703, -1.206], [-1.110, -3.034, -1.250], [-6.213, -3.587, -0.423], [-1.039, -1.071, -2.330], [2.732, 2.866, 3.411], [-0.136, -4.711, -0.133], [-5.225, 1.337, -1.150], [-2.135, 1.567, 5.162], [-3.702, 0.868, 0.571], [-0.625, -0.624, 5.686], [2.339, -0.224, -2.845], [1.628, 6.284, 0.944], [1.058, 4.143, 0.904], [5.742, -0.990, -0.410], [1.705, 5.283, 1.358]],
  "forces_ev_per_angstrom": [[-0.4, 0.4, 0.5], [0.5, 0.3, -1.0], [-0.3, 0.0, 0.1], [0.0, 0.0, 0.0], [0.1, 0.2, 0.0], [0.0, 0.1, -0.2], [-0.5, -1.0, 0.1], [0.1, -0.4, 0.0], [-0.4, 0.5, 0.0], [0.3, 0.0, 0.0], [-0.5, 0.0, 0.6], [-0.4, -0.8, 0.1], [-0.3, 0.5, 0.0], [-0.1, 0.1, 0.1], [0.2, 0.2, -0.4], [-0.1, -0.1, 0.4], [-0.1, 0.4, 0.1], [-0.6, -0.5, 0.6], [-0.5, 0.1, 0.9], [0.0, -0.7, 0.8], [-0.4, 0.3, -0.1], [0.2, 0.3, 0.0], [0.4, 0.1, -0.3], [-0.2, -0.3, -0.1], [-0.4, -0.1, 0.1], [-0.2, 0.5, -0.7], [0.3, 0.2, 0.3], [-0.2, 0.2, 0.1], [-0.4, 0.2, 1.2], [-2.5, -0.5, -0.1], [0.4, 0.1, 0.0], [0.2, 0.0, 0.1], [-0.6, -0.5, -0.7], [-0.3, -0.9, -0.1], [-0.1, 0.1, 0.1], [0.1, -0.2, -0.1], [0.1, -0.1, 0.0], [-0.6, -2.0, -2.0], [0.0, -0.3, -0.1], [-0.2, 0.3, 0.1], [0.7, 0.9, -0.4], [0.6, 0.1, -1.0], [1.1, 0.2, -0.2], [0.2, 0.1, 0.1], [0.3, 0.3, 0.3], [0.0, 0.1, 0.1], [0.2, -0.3, 0.0], [-0.1, 0.3, -0.1], [-0.2, -0.1, 0.2], [-0.4, 0.0, -0.5], [0.2, 0.0, 0.2], [0.0, -0.3, 0.1], [0.0, 0.3, -0.4], [1.9, -0.5, -0.2], [-0.8, -0.2, 0.1], [-0.3, 1.3, 1.5], [0.0, 0.1, -0.4], [1.2, 0.9, 0.9], [0.2, -0.4, 0.2], [0.3, 0.0, -0.1], [-0.1, 0.2, 0.0], [0.0, 0.4, -0.2], [0.7, 0.8, -0.4], [0.0, 0.3, 0.0], [0.0, -0.2, 0.4], [0.0, 0.0, -0.1], [0.2, 0.1, -0.1], [-0.1, -0.3, 0.0], [0.0, 0.0, -0.1], [-0.1, -0.6, 0.1], [0.1, 0.0, -0.2], [0.2, 0.5, -0.3], [-0.1, -0.4, 0.1], [0.4, 0.2, 0.4], [1.4, 0.7, -0.6], [-0.2, -0.9, -0.1]],
  "charge": 0,
  "e_homo_ev": -7.481,
  "max_force_ev_per_a": 2.9,
  "relative_energy_kj_mol": 205.7,
  "total_energy_ha": -2394.1989
}


{
  "formula": "C5H13NO2",
  "method": "the ωB97M-V functional and the def2-TZVPD basis",
  "symbols": ["H", "H", "H", "N", "C", "H", "C", "C", "H", "H", "H", "H", "O", "H", "H", "C", "O", "H", "C", "H", "H"],
  "coordinates": [[-1.385, 0.777, 3.641], [-2.463, 1.806, 1.615], [1.372, 0.466, 1.413], [-0.508, 1.276, 1.538], [0.716, 0.695, -0.625], [2.338, -1.162, -1.604], [-1.868, 0.900, 1.718], [1.330, -1.580, -1.565], [-0.365, 2.231, 1.252], [1.794, 0.874, -0.683], [1.167, -2.167, -0.659], [-2.250, 0.036, 1.193], [-2.094, 0.445, 3.084], [-0.619, -0.833, -1.240], [0.411, -2.213, -3.160], [0.336, -0.424, -1.592], [1.217, -2.448, -2.696], [0.092, -0.051, -2.587], [0.431, 0.384, 0.862], [0.097, -0.642, 1.000], [0.251, 1.631, -0.905]],
  "forces_ev_per_angstrom": [[0.1, 0.2, -0.2], [-0.4, -0.1, -0.5], [0.1, -0.2, 0.0], [0.2, -0.5, -0.7], [0.5, -0.2, 0.3], [0.1, -0.2, 0.3], [0.1, 0.5, 2.1], [0.0, 0.3, -0.8], [-0.2, 0.0, 0.0], [0.0, 0.0, -0.3], [0.3, 0.1, 0.1], [0.1, 0.1, -0.9], [-0.1, -0.2, -0.2], [-0.1, 0.0, -0.1], [-0.1, -0.1, -0.1], [-0.9, -0.3, 0.7], [-0.1, 0.1, 0.2], [0.6, 0.0, -0.2], [0.3, 0.3, 0.3], [-0.2, -0.1, 0.0], [-0.3, 0.2, 0.0]],
  "smiles": "OCCCCNCO",
  "charge": 0,
  "e_homo_ev": -9.241,
  "max_force_ev_per_a": 2.1,
  "relative_energy_kj_mol": 194.6,
  "total_energy_ha": -403.5025
}


{
  "formula": "C4H7NO",
  "method": "the ωB97M-V functional and the def2-TZVPD basis",
  "symbols": ["H", "C", "N", "H", "O", "H", "H", "H", "H", "C", "C", "C", "H"],
  "coordinates": [[-0.214, -0.758, -1.371], [-0.262, -0.356, -0.353], [-0.842, 2.022, 0.450], [2.635, 0.172, -0.803], [0.987, -0.640, 0.279], [-1.971, -0.567, 1.197], [-1.824, -1.895, -0.008], [2.643, 0.392, 0.965], [-2.452, -0.310, -0.458], [-1.700, -0.836, 0.166], [-0.568, 1.048, -0.107], [2.004, 0.366, 0.077], [1.564, 1.363, -0.034]],
  "forces_ev_per_angstrom": [[0.0, 0.8, -0.2], [-0.9, 0.1, 0.2], [0.1, -0.3, -0.8], [-0.3, -0.2, 0.1], [-0.6, -0.1, 0.4], [0.6, -0.2, -0.2], [0.0, -0.4, 0.2], [-0.2, -0.2, -0.2], [0.7, -0.3, 0.1], [0.4, -0.6, 0.0], [0.2, 1.7, 0.2], [0.0, 0.0, 0.0], [0.1, -0.2, 0.1]],
  "smiles": "CO[C@@H](C)C#N",
  "charge": 0,
  "e_homo_ev": -10.606,
  "max_force_ev_per_a": 1.7,
  "relative_energy_kj_mol": 244.3,
  "total_energy_ha": -286.5386
}


{
  "formula": "C53H95F3N11O10S",
  "method": "the ωB97M-V functional and the def2-TZVPD basis",
  "symbols": ["H", "H", "C", "N", "H", "C", "H", "C", "F", "H", "H", "H", "H", "H", "H", "N", "C", "H", "H", "C", "H", "H", "H", "H", "C", "H", "H", "H", "C", "F", "S", "H", "H", "H", "H", "O", "H", "C", "H", "H", "H", "C", "N", "H", "H", "C", "H", "H", "C", "H", "C", "C", "H", "C", "C", "H", "N", "H", "H", "H", "H", "C", "C", "H", "N", "H", "H", "C", "H", "N", "O", "C", "H", "H", "C", "C", "H", "C", "C", "H", "C", "N", "F", "H", "H", "H", "O", "O", "H", "H", "H", "C", "H", "N", "C", "C", "H", "C", "C", "O", "O", "H", "C", "H", "N", "C", "O", "H", "H", "H", "C", "H", "H", "H", "C", "H", "O", "H", "H", "H", "H", "C", "C", "H", "H", "H", "H", "O", "H", "H", "C", "C", "C", "H", "H", "C", "H", "H", "H", "C", "C", "H", "C", "N", "C", "C", "H", "C", "H", "H", "H", "H", "H", "H", "H", "C", "C", "N", "H", "C", "H", "H", "H", "C", "C", "C", "C", "H", "H", "C", "H", "H", "O"],
  "coordinates": [[-1.834, 11.392, -2.276], [2.388, 8.257, 0.947], [2.218, -9.588, 4.813], [3.078, 6.306, 1.140], [0.009, -1.018, 3.238], [-2.967, 4.340, 1.355], [3.990, 8.091, 1.692], [1.768, -5.006, -1.887], [-3.782, 4.284, -6.263], [-3.377, -6.921, 7.140], [-3.493, 1.841, -2.030], [7.523, 4.188, -12.264], [-3.175, 5.046, -3.813], [3.799, 7.887, -0.061], [0.000, -3.698, 3.763], [-5.363, -3.810, 9.634], [8.319, 3.694, -10.331], [4.463, -4.364, -0.891], [7.344, 2.783, -8.852], [-1.173, -2.534, 2.274], [-2.685, 10.074, -1.447], [2.752, -5.410, -2.105], [1.511, -7.588, 4.905], [0.131, 0.525, 1.529], [1.225, 2.573, -2.162], [0.192, 2.155, -0.274], [-3.818, 6.936, -2.554], [9.221, -2.368, 1.785], [0.288, 3.199, -4.510], [-4.453, 2.416, -5.508], [-5.460, 6.016, -0.985], [8.784, -1.688, 3.357], [-4.388, -3.569, 9.719], [4.143, 4.615, -1.538], [-6.247, -8.518, 6.518], [1.352, 4.602, -8.219], [0.127, -10.352, 2.889], [7.997, -3.647, 2.964], [-7.864, -3.571, 8.477], [2.433, 3.403, -4.148], [1.032, -5.811, -1.929], [3.993, 5.551, -1.003], [6.995, -3.737, 3.880], [7.581, -1.755, 2.036], [0.915, -2.071, 2.107], [-3.635, 2.213, -3.055], [-4.183, 1.423, -3.592], [2.845, 4.173, -6.296], [-2.066, 10.326, -2.302], [-4.570, -5.730, 6.449], [-2.609, -5.703, 5.514], [-7.206, -4.359, 8.107], [5.487, 4.405, -8.981], [8.418, -2.271, 2.511], [8.193, 4.618, -11.518], [3.348, 6.197, -1.603], [-2.687, 5.546, 1.670], [-2.614, 10.109, -3.221], [-1.530, -3.047, 4.365], [-7.445, -5.305, 8.597], [-1.109, -3.164, 1.366], [-0.204, -0.439, 1.102], [-3.339, 3.026, -6.005], [1.448, 3.585, -1.768], [2.447, 3.808, -8.712], [1.861, 1.576, -0.372], [-5.178, 6.247, -3.429], [-1.051, -3.516, 3.482], [3.977, -5.932, -0.176], [1.879, 3.943, -6.082], [9.384, 3.213, -9.994], [-0.021, -1.499, 2.243], [-7.277, -7.040, 6.439], [9.173, 4.750, -11.968], [0.466, 0.222, -1.307], [3.345, 5.258, 0.328], [-2.537, 3.425, 1.755], [-1.210, 2.455, -2.813], [4.060, -4.858, -0.005], [-2.216, 4.834, -7.676], [-3.671, 4.814, -2.853], [1.716, -4.392, -0.575], [-3.154, 2.318, -7.147], [-6.127, -2.961, 11.371], [2.156, 2.188, -2.618], [-3.424, -3.991, 4.460], [-4.965, -3.865, 7.432], [3.111, 4.482, -9.377], [6.574, -1.688, 4.157], [1.550, -9.807, 1.956], [-3.821, -5.543, 3.670], [0.699, -8.314, 3.243], [-0.073, -9.269, 1.507], [1.473, -8.431, 4.353], [-0.431, 3.870, -6.762], [6.247, -2.662, 4.505], [-1.463, 9.239, 0.358], [0.895, 4.130, -7.009], [0.083, 2.733, -3.155], [2.500, -3.727, 1.412], [0.133, -7.258, 2.997], [1.709, -0.958, 0.111], [5.834, 3.872, -9.868], [5.188, -2.790, 4.275], [-3.463, 6.409, 0.921], [0.922, 1.663, -0.945], [0.692, 8.104, -1.559], [3.274, -9.323, 4.880], [-5.712, -4.682, 11.488], [-5.886, -6.143, 4.815], [-3.025, -4.987, 4.201], [-2.246, 7.946, -0.594], [-7.369, -4.472, 7.038], [6.380, -2.722, 5.586], [1.609, 3.511, -4.854], [5.190, 3.008, -10.037], [3.062, 4.117, 0.677], [1.862, -9.865, 5.806], [4.744, -4.692, 0.823], [-5.303, 3.605, -3.671], [-1.635, 3.277, -8.455], [-5.761, -7.240, 4.823], [-4.298, -7.613, 5.259], [-1.100, -5.703, 3.455], [-0.591, 0.155, -1.620], [-1.843, -6.464, 5.263], [-2.117, -4.990, 2.181], [8.525, -4.661, 2.535], [4.964, 6.025, -0.857], [-4.258, -8.600, 5.742], [3.334, 7.717, 0.904], [-4.530, 6.089, -2.549], [-1.357, 4.200, -7.919], [-0.806, 4.778, -8.683], [5.780, 4.534, -10.727], [2.712, -4.280, 0.344], [-1.374, 2.114, -1.787], [6.770, -4.687, 4.133], [-2.173, -2.064, 2.347], [-4.521, 3.523, -2.902], [-5.763, -3.994, 8.348], [-2.149, -5.013, 6.246], [-2.306, 2.567, -3.728], [7.184, 3.405, -9.629], [-0.801, 3.337, -5.446], [0.572, -9.519, 2.344], [-0.823, 7.593, 0.389], [-4.188, 5.623, 0.198], [2.646, 6.038, 2.011], [1.512, -4.257, -2.639], [-7.184, -4.181, 10.633], [-2.934, 4.721, -2.030], [-7.573, -8.402, 5.313], [2.103, -10.434, 4.143], [-3.701, -7.587, 4.329], [-1.794, -4.877, 3.234], [-2.150, 2.978, -5.071], [-0.823, 9.575, -2.308], [0.845, -3.985, -0.272], [-1.296, 8.343, -0.240], [1.078, -0.099, -2.177], [7.822, 5.594, -11.201], [-5.042, 3.417, -1.935], [-0.394, 8.653, -1.408], [-3.776, -6.473, 6.208], [-6.794, -7.834, 5.845], [0.649, -0.783, -0.140], [0.255, -1.751, -0.517], [-5.951, -7.583, 3.788], [-6.153, -3.917, 10.846], [-0.172, 9.734, -3.061], [-1.286, -0.400, 0.879], [-3.937, 4.299, 0.379]],
  "forces_ev_per_angstrom": [[-0.2, 0.0, 0.1], [0.1, 0.1, -0.2], [0.0, 0.5, 0.3], [0.2, -0.1, -0.3], [0.1, 0.0, -0.4], [-0.5, 0.3, -0.6], [0.1, 0.1, -0.1], [-0.4, 0.2, 0.2], [0.7, -0.4, -0.3], [-0.3, 0.4, -0.3], [0.5, 0.1, -0.5], [-0.1, 0.1, 0.0], [0.0, -0.3, 0.5], [-0.1, -0.1, 0.0], [-0.3, 0.1, -0.4], [-0.3, -0.1, -0.2], [0.3, -0.1, 0.1], [0.0, -0.2, -0.1], [0.0, 0.0, 0.0], [0.7, -0.7, 0.6], [0.1, 0.0, 0.0], [0.0, 0.0, 0.1], [0.0, 0.0, 0.0], [-0.3, -0.2, -0.4], [-0.1, 0.1, 0.5], [0.4, -0.2, -0.3], [-0.5, -0.2, 0.3], [0.0, -0.1, 0.0], [0.2, -0.2, 0.7], [0.8, 0.3, 0.2], [0.0, 0.3, 0.2], [-0.1, 0.1, 0.0], [0.0, 0.0, 0.0], [0.0, -0.1, 0.1], [-0.5, 0.3, -0.1], [-0.9, 0.5, 1.3], [0.1, -0.1, 0.0], [0.0, -0.4, 0.0], [-0.1, -0.1, 0.1], [-0.3, 0.1, -0.4], [0.1, -0.1, -0.2], [0.0, 0.0, -0.1], [0.2, 0.3, -0.2], [0.0, 0.1, 0.1], [-0.3, 0.4, 0.1], [-0.7, 0.8, -0.2], [0.3, 0.4, 0.2], [-0.3, 0.0, -0.2], [0.4, 0.1, -0.3], [0.5, -0.8, 0.0], [-0.4, -0.6, 0.2], [0.0, 0.0, -0.1], [-0.1, 0.1, -0.1], [0.0, 0.0, 0.0], [0.0, 0.0, 0.0], [0.1, 0.1, 0.0], [1.0, 0.2, 0.9], [-0.2, 0.1, 0.1], [0.4, -0.1, -0.3], [-0.1, 0.1, 0.1], [-0.3, 0.4, 0.1], [0.9, -0.3, 1.0], [-1.8, -1.0, 0.0], [0.1, -0.4, -0.2], [1.2, 0.4, -0.6], [-0.4, 0.2, -0.1], [-0.4, 0.0, 0.8], [-0.4, -0.2, -0.2], [0.1, 0.0, -0.1], [0.2, 0.0, 0.6], [0.0, 0.0, 0.0], [-0.7, -0.2, -0.1], [0.2, -0.4, -0.2], [0.0, -0.1, 0.1], [0.5, 0.0, 0.1], [-0.2, -0.1, 0.3], [-0.3, 0.2, -0.2], [0.4, 0.2, -0.3], [0.0, 0.0, 0.1], [0.2, -0.6, 0.2], [-0.9, 0.5, 0.7], [0.3, 0.0, 0.0], [0.5, 0.9, 0.2], [-0.2, -0.1, 0.1], [-0.5, 0.2, 0.0], [0.0, -0.3, -0.3], [-0.2, 0.2, 0.1], [-0.6, -0.7, 0.0], [0.0, -0.1, 0.0], [0.0, -0.1, 0.1], [0.2, 0.2, 0.5], [-0.1, 0.3, 0.1], [0.0, 0.1, 0.1], [-0.1, -0.2, -0.3], [0.0, 0.2, 0.2], [-0.1, -0.5, 0.1], [-0.2, 0.0, 0.0], [0.0, -0.3, -0.5], [-0.1, -0.2, -0.4], [0.1, 0.1, 0.0], [0.2, -0.3, -0.1], [-0.4, 0.3, 0.0], [0.4, -0.5, 0.4], [0.0, 0.2, 0.1], [-0.6, -1.1, -0.2], [-0.3, -0.2, 0.0], [0.0, -0.1, 0.0], [0.0, -0.2, 0.0], [-0.2, 0.0, 0.1], [0.3, -0.4, -0.1], [0.6, -0.4, -0.2], [-0.1, 0.2, 0.1], [0.1, 0.0, 0.0], [-0.1, 0.2, 0.0], [-0.8, -0.1, -0.3], [-0.2, 0.1, -0.1], [0.0, -0.1, -0.3], [0.1, -0.2, 0.0], [-0.1, 0.0, 0.0], [0.4, -0.1, 0.2], [-0.2, 0.5, 0.4], [0.0, -0.6, 0.5], [-0.8, 1.8, -0.4], [-0.5, 0.4, -0.3], [0.4, 0.2, 0.1], [-0.2, 0.4, 0.1], [0.2, 0.2, 0.4], [0.0, 0.1, -0.1], [0.0, 0.1, -0.1], [0.0, 0.3, -0.4], [-0.2, -0.1, 0.5], [1.6, -0.5, -0.7], [0.6, 0.1, -1.0], [-0.1, -0.2, 0.6], [0.0, 0.0, 0.0], [-0.2, 0.1, 0.2], [-0.3, 0.2, -0.6], [0.0, 0.0, 0.0], [0.4, -0.1, -0.4], [0.2, -0.2, 0.2], [0.2, 0.1, -0.1], [-0.2, -0.1, -0.4], [-0.5, -0.7, 0.4], [0.0, 0.2, -0.2], [-0.1, 0.5, -1.2], [0.0, 0.0, -0.1], [0.0, 0.0, -0.1], [-0.7, 0.2, -1.4], [0.0, 0.0, 0.0], [0.1, -0.1, -0.2], [0.0, 0.0, -0.1], [0.0, 0.0, -0.6], [0.2, 0.2, 0.4], [0.0, 0.1, 0.0], [0.1, -0.4, 0.6], [-0.2, 0.7, 0.9], [1.3, -0.2, 1.4], [-0.1, -0.2, 0.2], [0.0, -0.1, 0.0], [0.2, 0.0, -0.1], [-0.3, 0.0, 0.4], [-0.1, 0.0, -0.1], [0.2, 0.1, -0.5], [0.2, 0.0, 0.0], [0.6, -0.1, -0.4], [0.3, 0.1, -0.6], [-1.0, -0.3, -0.5], [0.4, 0.3, 0.2], [-0.1, 0.0, 0.5], [0.5, 0.1, 0.0], [0.0, 0.1, 0.0], [0.4, 0.2, -0.2], [0.6, 0.0, 0.8]],
  "charge": 1,
  "e_homo_ev": -10.368,
  "max_force_ev_per_a": 2.1,
  "relative_energy_kj_mol": 128.8,
  "total_energy_ha": -4128.7239
}